The following is a DFT calculation (ωB97M-V/def2-TZVPD) of a cluster of 5 separate species, C30H48F12NO10 in total at a distorted geometry.

Computed properties:
* total charge: -1
* largest force on an atom: 2.04 eV/A
* frontier orbital gap: 6.77 eV

Each line ends with the Löwdin charge.
CARTESIAN COORDINATES (ANGSTROEM)
C -0.92 -1.42 5.75  -0.108
C -0.40 -1.57 4.30  -0.242
C 1.11 -1.29 4.25  -0.225
C 1.61 -0.75 2.91  -0.194
C 1.06 0.65 2.56  -0.195
N 1.06 0.81 1.11  0.020
C 0.58 2.13 0.60  -0.356
C 1.76 2.79 -0.15  -0.149
C 2.96 3.16 0.73  -0.234
C 3.09 4.70 0.87  -0.121
C -0.49 1.84 -0.51  -0.123
C -1.22 0.51 -0.41  -0.400
C -2.15 0.40 -1.65  -0.090
C -2.09 0.35 0.84  -0.063
C 0.00 3.06 1.70  -0.607
O -1.25 3.24 1.71  -0.040
O 0.82 3.61 2.50  -0.071
H -0.25 -0.84 6.37  0.059
H -1.04 -2.39 6.24  0.058
H -1.90 -0.94 5.78  0.062
H -0.65 -2.58 3.99  0.098
H -0.98 -0.88 3.69  0.084
H 1.45 -0.66 5.06  0.103
H 1.61 -2.26 4.40  0.104
H 1.36 -1.46 2.13  0.084
H 2.71 -0.72 2.96  0.107
H 1.74 1.36 3.03  0.107
H 0.06 0.68 2.98  0.100
H 1.98 0.66 0.73  0.095
H 1.35 3.67 -0.64  0.116
H 2.10 2.11 -0.93  0.099
H 2.85 2.80 1.75  0.078
H 3.90 2.84 0.28  0.089
H 3.37 4.97 1.88  0.060
H 3.84 5.11 0.20  0.054
H 2.14 5.20 0.68  0.060
H -1.18 2.67 -0.60  0.119
H 0.07 1.81 -1.45  0.096
H -0.56 -0.34 -0.50  0.096
H -3.15 0.80 -1.46  0.061
H -1.70 0.80 -2.55  0.061
H -2.29 -0.67 -1.83  0.068
H -3.11 0.67 0.65  0.067
H -2.12 -0.71 1.10  0.070
H -1.72 0.90 1.70  0.047
C 3.22 -0.35 -4.84  -0.058
C 2.93 -1.80 -4.52  -0.199
O 3.24 -2.10 -3.15  0.033
C 2.29 -1.80 -2.27  -0.392
O 1.23 -1.31 -2.52  0.180
C 2.72 -2.22 -0.86  -0.530
F 4.00 -1.90 -0.61  0.168
F 2.61 -3.55 -0.70  0.137
F 1.97 -1.63 0.06  0.169
H 4.25 -0.10 -4.58  0.082
H 3.06 -0.15 -5.90  0.081
H 2.58 0.31 -4.26  0.079
H 3.57 -2.45 -5.12  0.123
H 1.90 -2.06 -4.75  0.118
C -5.34 1.05 -6.84  -0.061
C -4.12 1.51 -6.07  -0.192
O -3.13 0.47 -6.00  0.038
C -2.32 0.37 -7.03  -0.404
O -2.33 1.04 -8.02  0.167
C -1.29 -0.75 -6.78  -0.550
F -1.87 -1.83 -6.25  0.170
F -0.35 -0.33 -5.93  0.169
F -0.69 -1.11 -7.91  0.166
H -5.73 0.13 -6.41  0.083
H -6.12 1.81 -6.82  0.081
H -5.08 0.84 -7.88  0.077
H -4.40 1.73 -5.04  0.128
H -3.70 2.42 -6.49  0.126
C -0.87 4.83 4.62  -0.066
C 0.14 5.48 5.54  -0.179
O -0.46 5.91 6.80  0.031
C -0.57 5.00 7.74  -0.426
O -0.23 3.85 7.69  0.164
C -1.18 5.64 9.00  -0.545
F -2.21 6.44 8.70  0.158
F -0.27 6.38 9.64  0.152
F -1.63 4.72 9.85  0.160
H -1.72 5.50 4.46  0.082
H -0.39 4.59 3.65  0.048
H -1.25 3.90 5.05  0.083
H 0.53 6.39 5.08  0.122
H 0.98 4.82 5.73  0.124
C 0.88 -5.71 -1.28  -0.062
C -0.18 -6.71 -0.89  -0.183
O -0.66 -7.44 -2.04  0.037
C 0.06 -8.48 -2.42  -0.409
O 1.06 -8.88 -1.90  0.169
C -0.61 -9.16 -3.62  -0.551
F -1.04 -8.27 -4.52  0.167
F -1.67 -9.88 -3.22  0.164
F 0.24 -9.99 -4.23  0.170
H 0.50 -5.04 -2.05  0.089
H 1.17 -5.12 -0.41  0.069
H 1.76 -6.21 -1.67  0.085
H -1.05 -6.20 -0.48  0.128
H 0.18 -7.40 -0.13  0.125